DFT (the ωB97M-V functional and the def2-TZVPD basis) results for C6H12F8LiN4O22S8 as an isolated structure in a non-equilibrium geometry.

Cartesian coordinates (Å):
Li 11.832 -4.254 -20.879
N 7.991 -2.946 -23.191
S 7.982 -1.888 -22.102
O 9.255 -1.272 -22.015
O 7.081 -2.005 -20.923
F 7.109 -0.754 -22.947
S 8.450 -4.196 -22.187
O 7.396 -4.928 -21.490
O 9.770 -3.997 -21.565
F 8.906 -5.365 -23.240
N 11.207 -2.742 -24.332
S 12.183 -4.225 -24.219
O 12.292 -4.661 -22.836
O 13.299 -4.631 -25.090
F 11.017 -5.162 -24.681
S 11.895 -2.322 -25.660
O 11.586 -3.067 -26.852
O 13.162 -1.591 -25.571
F 10.990 -1.024 -25.861
N 12.265 -2.222 -20.839
S 11.868 -0.984 -19.601
O 11.608 0.351 -20.224
O 12.443 -1.005 -18.226
F 10.358 -1.457 -19.368
S 13.817 -2.017 -20.626
O 14.430 -2.871 -19.641
O 14.385 -0.684 -20.946
F 14.293 -2.764 -21.933
N 12.225 -8.979 -20.386
S 11.348 -7.685 -21.172
O 11.486 -6.306 -20.861
O 10.083 -8.218 -21.617
F 12.194 -7.803 -22.612
S 12.000 -8.347 -19.019
O 10.636 -7.918 -18.610
O 13.190 -7.531 -18.691
F 12.261 -9.658 -18.115
C 15.132 -7.495 -24.690
O 15.162 -6.485 -23.656
C 15.001 -6.861 -22.386
O 14.961 -8.050 -21.995
O 14.952 -5.788 -21.644
C 14.956 -5.891 -20.219
H 15.154 -7.081 -25.698
H 14.226 -8.090 -24.575
H 15.970 -8.173 -24.529
H 13.888 -5.783 -20.031
H 15.369 -5.058 -19.651
H 15.228 -6.870 -19.825
C 8.681 -5.508 -18.344
O 9.638 -5.209 -17.414
C 10.852 -4.708 -17.695
O 11.257 -4.371 -18.801
O 11.528 -4.720 -16.618
C 12.947 -4.594 -16.618
H 7.923 -6.142 -17.885
H 9.046 -6.020 -19.234
H 8.309 -4.554 -18.719
H 13.387 -4.488 -15.627
H 13.129 -3.650 -17.131
H 13.397 -5.432 -17.150

Results
gap between HOMO and LUMO (spin up / spin down)	8.316 / 3.597	eV
charge	-2
E_tot	-6101.99298	Ha
multiplicity	2